ORCA calculation (the ωB97M-V functional and the def2-TZVPD basis) on one molecule with the formula C18H14FN5O2S in a non-equilibrium geometry.

- structure (SMILES) = O=C(CSc1ccc2nnc(-c3cccc(F)c3)n2n1)NCc1ccco1
- HOMO (eV) = -8.453
- spin multiplicity = 1
- orbital gap (eV) = 8.14
- charge = 0
- largest force on an atom (Eh/bohr) = 0.0272
- LUMO energy (eV) = -0.316

Geometry as XYZ:
```
41
C18H14FN5O2S | the OMol25 dataset | the ωB97M-V functional and the def2-TZVPD basis
S 2.980 0.872 -0.216
F -4.898 -0.847 -4.456
O 1.208 0.193 5.074
O -0.742 1.578 0.766
N -0.276 -2.764 -3.752
N 0.899 0.508 1.890
N 0.955 -3.230 -3.663
N 0.793 -1.411 -2.420
N 1.170 -0.419 -1.617
C -0.286 1.810 4.754
C -0.408 -1.674 -3.017
C 0.352 2.024 6.000
C 2.414 -0.431 -1.237
C 0.267 0.678 4.232
C -2.694 -1.246 -3.745
C -1.793 0.097 -1.955
C 0.428 1.303 0.916
C 1.483 1.876 -0.027
C 3.365 -1.427 -1.608
C -2.989 0.785 -1.866
C -4.044 0.477 -2.707
C 1.248 1.011 6.139
C 1.632 -2.433 -2.865
C -3.873 -0.540 -3.633
C 0.043 -0.025 2.935
C 2.970 -2.436 -2.428
C -1.637 -0.920 -2.894
H -2.582 -2.037 -4.468
H -0.986 0.126 2.601
H 0.247 -1.093 3.053
H 1.824 2.835 0.369
H 0.166 2.820 6.691
H 1.041 2.031 -1.011
H 1.896 0.384 1.992
H -0.990 0.347 -1.284
H 4.371 -1.344 -1.231
H -4.984 1.002 -2.655
H 3.628 -3.222 -2.759
H -3.090 1.564 -1.126
H -1.053 2.408 4.307
H 1.942 0.768 6.918
```

Here are the natural (NBO) charges for atoms 1 to 5, given in e: 0.279 -0.325 -0.403 -0.628 -0.238


ORCA calculation (the ωB97M-V functional and the def2-TZVPD basis) on C37H40AsBr2F6N9O4Ti as an isolated structure.

- energy above the lowest of the compared OMol25 structures with the same formula, charge and spin (kcal per mole) = 0.00
- HOMO (alpha / beta) (eV) = -15.907 / -16.718
- expectation value of S² = 0.7820
- spin multiplicity = 2
- orbital gap (alpha / beta) (eV) = 6.87 / 6.29
- charge = +3
- largest force on an atom (Eh/bohr) = 0.0072
- LUMO energy (alpha / beta) (eV) = -9.032 / -10.428

Geometry as XYZ:
```
100
C37H40AsBr2F6N9O4Ti | the OMol25 dataset | the ωB97M-V functional and the def2-TZVPD basis
Br -5.354 4.005 2.466
Br -3.485 -2.911 5.789
As -1.538 -4.789 0.013
Ti -0.417 -0.270 0.326
F -2.178 -4.307 -1.498
F -0.027 -4.868 -0.754
F -2.113 -6.342 0.041
F -2.739 -3.844 0.749
F -0.710 -4.790 1.504
F -0.698 -2.086 -0.027
O 2.626 7.476 2.917
O 2.915 6.410 4.774
O 0.721 0.591 1.773
O 0.383 1.659 -0.059
N -1.041 -0.065 -1.589
N 1.588 -0.638 -0.550
N 2.487 -1.993 1.140
N -3.284 -0.772 -1.544
N -2.027 1.143 0.958
N 3.626 -0.072 0.522
N -1.790 -1.812 -2.981
N -1.336 -1.028 2.156
N 2.608 6.485 3.608
C 1.256 2.937 1.780
C -4.018 2.865 1.862
C 3.820 -0.244 -3.411
C -0.966 1.313 -3.553
C 1.765 5.279 1.629
C 2.605 -0.907 0.373
C -2.435 -0.454 2.667
C 1.322 4.114 1.031
C 1.123 0.409 -2.723
C -2.235 2.337 0.379
C 3.262 -0.735 -2.260
C 0.788 1.710 1.141
C 1.626 2.917 3.125
C 2.974 -2.055 2.520
C 3.674 1.302 0.016
C 3.100 0.660 -4.186
C -1.441 -2.712 3.840
C -0.271 0.569 -2.597
C 1.024 1.736 -4.796
C -3.814 1.634 2.474
C 2.069 4.081 3.728
C -2.607 -2.147 4.340
C -0.461 -2.391 -3.160
C -2.804 0.813 2.009
C 1.966 -0.333 -1.806
C 4.915 -0.522 1.070
C -3.199 3.227 0.798
C -2.051 -0.891 -2.062
C -3.931 0.526 -1.376
C -0.333 1.914 -4.629
C 1.752 0.962 -3.880
C -3.110 -0.994 3.744
C 2.128 5.231 2.963
C -2.790 -2.288 -3.941
C -4.221 -1.893 -1.420
C 2.086 -3.272 0.549
C -0.852 -2.125 2.741
H 3.913 1.970 0.843
H 2.733 1.600 -0.430
H -3.315 4.179 0.301
H -3.700 -2.839 -1.498
H 5.057 -0.189 2.097
H -1.598 2.579 -0.459
H -4.679 -1.829 -0.432
H 3.926 -2.576 2.608
H -0.586 -3.452 -3.369
H 1.557 1.998 3.692
H 2.238 -2.609 3.101
H 3.823 -1.440 -1.660
H -3.128 -3.294 -3.698
H 1.836 6.214 1.091
H 4.812 -0.552 -3.712
H -2.039 1.415 -3.446
H 1.537 2.166 -5.646
H 5.699 -0.084 0.455
H -1.016 -3.603 4.280
H 1.409 -3.797 1.218
H -4.313 0.640 -0.361
H 0.032 -2.555 2.295
H -4.423 1.345 3.317
H -4.008 -0.539 4.132
H -3.634 -1.607 -3.978
H -0.903 2.497 -5.340
H 2.364 4.116 4.767
H -4.776 0.588 -2.066
H 1.033 4.109 -0.012
H 0.110 -2.284 -2.243
H 4.996 -1.603 1.013
H 2.968 -3.896 0.394
H 3.542 1.091 -5.075
H 3.055 -1.051 2.928
H 1.589 -3.102 -0.399
H -2.319 -2.305 -4.923
H -5.013 -1.836 -2.167
H 4.463 1.380 -0.732
H 0.059 -1.925 -3.998
H -3.237 1.325 -1.604
```

Here are the Mulliken charges for atoms 1 to 5, given in e: -0.026 -0.038 1.655 -0.717 -0.411


ORCA calculation (the ωB97M-V functional and the def2-TZVPD basis) on C40H49HgN2O3P2S4 as an isolated structure.

- energy above the lowest of the compared OMol25 structures with the same formula, charge and spin (kcal per mole) = 0.00
- HOMO (alpha / beta) (eV) = -1.048 / -1.525
- expectation value of S² = 0.7561
- spin multiplicity = 2
- orbital gap (alpha / beta) (eV) = 5.04 / 5.52
- charge = -2
- largest force on an atom (Eh/bohr) = 0.0028
- LUMO energy (alpha / beta) (eV) = 3.993 / 3.993

Geometry as XYZ:
```
101
C40H49HgN2O3P2S4 | the OMol25 dataset | the ωB97M-V functional and the def2-TZVPD basis
Hg 0.725 1.257 -1.483
S 2.542 5.616 -0.196
S 2.386 2.606 -6.092
S 1.622 1.769 2.130
S -2.170 3.849 1.322
P -2.359 -0.510 0.876
P 2.452 -0.911 -0.850
O 1.410 3.137 -0.254
O -2.058 0.280 -0.609
O -1.164 0.533 0.590
N -0.273 -2.006 -0.996
N 0.696 2.544 -3.833
C 2.179 -3.172 0.766
C -5.026 -0.202 2.074
C 2.634 -2.486 -3.193
C 0.812 3.275 2.034
C 0.516 6.430 1.125
C 4.012 -1.615 1.447
C -3.152 -3.078 1.030
C -2.727 3.787 -1.161
C 2.441 7.286 0.175
C -1.307 3.765 -1.074
C -4.207 -5.313 1.560
C 1.310 7.583 0.879
C -1.233 -2.777 -0.484
C -2.233 -2.240 0.401
C 1.518 1.757 3.839
C 0.771 -3.546 -4.209
C 2.132 -3.253 -4.237
C -0.036 -3.141 -3.164
C -2.243 -4.984 -0.022
C 3.248 -2.204 0.264
C 0.492 3.749 3.273
C 3.013 -3.674 -5.385
C 1.068 5.295 0.609
C 1.839 -2.033 -2.147
C 0.474 -2.416 -2.066
C -3.203 -4.450 0.842
C -1.984 0.747 3.368
C -0.856 3.797 0.211
C 3.938 -0.066 -1.601
C -4.117 0.093 0.880
C -4.818 -0.306 -0.420
C 4.384 1.078 -0.676
C 0.621 3.829 0.620
C 0.892 2.870 4.317
C 1.396 2.569 -4.768
C -3.329 3.859 0.056
C -0.706 -1.368 2.957
C -1.312 -4.200 -0.659
C 3.647 0.551 -2.982
C -2.026 -0.635 2.715
H 3.578 1.811 -0.572
H 1.662 -3.673 -0.051
H -1.093 -3.377 -3.180
H 0.331 -4.099 -5.035
H -3.967 -5.436 2.621
H 3.949 -4.116 -5.032
H 0.001 4.698 3.439
H 2.937 -0.011 -3.585
H -0.744 -2.390 2.580
H 1.045 8.584 1.195
H -5.802 0.170 -0.475
H 4.921 -1.101 1.137
H -3.934 1.175 0.849
H 3.684 -2.208 -3.218
H -0.475 -1.400 4.028
H 5.244 1.591 -1.117
H -2.832 -1.230 3.158
H 1.915 0.930 4.407
H -0.580 -4.677 -1.295
H -2.873 1.345 3.161
H -4.962 -1.388 -0.465
H 2.639 -3.933 1.406
H 3.203 7.971 -0.162
H 0.115 -0.850 2.456
H 3.390 -0.904 1.998
H 4.751 -0.798 -1.690
H -2.224 -6.058 -0.192
H -5.217 -4.897 1.505
H -4.581 0.071 3.029
H -1.129 1.316 3.002
H 3.949 -2.757 -0.376
H 2.511 -4.414 -6.011
H 4.661 0.754 0.325
H -4.241 -0.002 -1.291
H -3.870 -2.640 1.717
H -1.878 0.657 4.454
H 4.300 -2.413 2.138
H 4.571 0.641 -3.560
H -4.242 -6.312 1.120
H -0.438 6.445 1.635
H 0.723 3.061 5.369
H -4.384 3.871 0.278
H -3.268 3.735 -2.096
H -5.950 0.374 1.962
H 1.424 -2.643 1.347
H -5.316 -1.253 2.118
H -0.645 3.721 -1.930
H 3.273 -2.824 -6.021
H 3.239 1.557 -2.876
```

Here are the Mulliken charges for atoms 1 to 5, given in e: 1.876 -0.055 -0.525 0.317 -0.057


ORCA calculation (the ωB97M-V functional and the def2-TZVPD basis) on an isolated ion of composition C24H29N2O3 and charge +1 in a non-equilibrium geometry.

- energy above the lowest of the compared OMol25 structures with the same formula, charge and spin (kcal per mole) = 21.64
- structure (SMILES) = CCCNC(=O)[C@@H]1CCC[N@H+]1[C@@H]1C=C(c2ccc(OC)cc2)Oc2ccccc21
- HOMO (eV) = -10.376
- spin multiplicity = 1
- orbital gap (eV) = 7.97
- charge = +1
- largest force on an atom (Eh/bohr) = 0.0751
- LUMO energy (eV) = -2.403

Geometry as XYZ:
```
58
C24H29N2O3 | the OMol25 dataset | the ωB97M-V functional and the def2-TZVPD basis
O -0.315 2.535 -1.287
O 1.652 -2.575 -0.059
O -3.519 -6.103 0.857
N 1.590 1.523 0.247
N -1.556 3.468 0.385
C 2.637 3.239 1.664
C 3.808 -2.579 -0.968
C -0.221 -4.506 0.302
C -3.312 -7.516 1.047
C -0.566 -3.128 0.365
C 4.853 -1.928 -1.612
C 2.936 1.967 0.853
C -2.859 5.205 -0.869
C 3.665 0.184 -1.429
C 0.472 2.235 0.988
C -0.523 2.745 -0.088
C -4.012 5.424 -1.837
C 0.315 -0.672 0.379
C 1.111 3.441 1.689
C -2.789 3.774 -0.349
C 2.659 -0.457 -0.658
C -2.888 -3.830 0.614
C -2.529 -5.199 0.636
C 1.369 0.203 -0.262
C -1.163 -5.513 0.444
C -1.939 -2.834 0.484
C 4.787 -0.539 -1.829
C 2.737 -1.835 -0.515
C 0.417 -2.041 0.224
H -3.899 4.806 -2.736
H -3.934 -3.579 0.721
H -2.617 -7.721 1.864
H -3.620 3.600 0.346
H -1.910 5.455 -1.358
H 0.717 3.569 2.709
H 0.873 4.391 1.164
H -0.680 -0.238 0.600
H 3.114 4.120 1.211
H 0.805 -4.812 0.123
H -2.967 -7.995 0.128
H -1.523 3.761 1.371
H 3.569 1.251 -1.672
H -0.071 1.586 1.701
H 3.720 -3.662 -0.888
H -4.977 5.186 -1.374
H 3.052 3.225 2.678
H 5.662 -2.525 -2.016
H -2.973 5.876 -0.010
H -0.869 -6.555 0.416
H 1.588 2.070 -0.630
H 5.595 -0.036 -2.382
H 0.934 0.304 -1.286
H -2.854 3.048 -1.168
H -2.235 -1.792 0.445
H -4.298 -7.901 1.304
H -4.039 6.471 -2.150
H 3.416 1.181 1.451
H 3.604 2.227 0.025
```

Here are the natural (NBO) charges for atoms 1 to 5, given in e: -0.631 -0.504 -0.492 -0.367 -0.596


ORCA calculation (the ωB97M-V functional and the def2-TZVPD basis) on one molecule with the formula C2H3BrN2 in a non-equilibrium geometry.

- energy above the lowest of the compared OMol25 structures with the same formula, charge and spin (kcal per mole) = 77.25
- HOMO (eV) = -8.801
- spin multiplicity = 1
- orbital gap (eV) = 9.28
- charge = 0
- largest force on an atom (Eh/bohr) = 0.0473
- LUMO energy (eV) = 0.477

Geometry as XYZ:
```
8
C2H3BrN2 | the OMol25 dataset | the ωB97M-V functional and the def2-TZVPD basis
Br 3.275 0.277 0.073
N 0.543 0.436 -0.169
N -0.825 0.004 0.188
C -1.321 -1.120 -0.241
C 1.451 -0.319 0.318
H -1.360 0.757 0.761
H -2.429 -1.241 -0.069
H 0.666 1.206 -0.861
```

Here are the natural (NBO) charges for atoms 1 to 5, given in e: -0.022 -0.484 -0.426 -0.060 0.059